No. 1
# C65H50AlN2O44

A structure of composition C65H50AlN2O44 (wB97M-V/def2-TZVPD, the Open Molecules 2025 dataset).

Results
Frontier orbital gap = 4.25 eV
HOMO = -5.15 eV
Strongest force on any atom = 1.09 eV/A
Charge = -1

The geometry in XYZ format:
```
162
Properties=species:S:1:pos:R:3:forces:R:3:mulliken_charge:R:1
C 0.7520 2.5614 1.4540 0.13 -0.05 0.26 -0.62
C 0.1944 3.8951 1.9046 -0.28 0.27 0.29 0.58
C 1.1865 5.0450 1.8320 0.04 -0.10 0.57 -1.30
N -0.9741 4.0679 2.3592 0.09 -0.05 -1.08 -0.10
Al -2.4261 3.7021 1.3011 -0.32 0.33 0.69 0.45
O -2.3066 4.6790 -0.2002 -0.12 -0.37 0.09 -1.03
C -4.0751 4.0229 2.4464 0.70 0.16 -0.82 -0.82
O -5.3820 3.9923 1.8537 -0.14 -0.18 0.62 -0.25
O -5.4111 4.8305 0.6967 0.13 -0.08 -0.29 -0.25
O -2.4464 1.9384 0.6834 -0.20 0.14 0.01 -0.56
C -3.5396 1.3732 0.4198 0.06 0.02 -0.20 0.79
N -4.5330 0.8439 0.1309 -0.03 -0.06 0.18 -0.84
H -0.0448 1.8225 1.4021 -0.01 -0.01 -0.17 0.28
H 1.4453 2.2193 2.2328 0.07 0.03 -0.07 0.35
H 1.3147 2.6341 0.5211 -0.22 -0.06 0.23 -0.10
H 1.6723 5.0983 0.8572 0.04 -0.05 -0.01 0.26
H 0.6738 5.9764 2.0570 -0.05 0.02 -0.10 0.31
H 1.9495 4.8963 2.6052 0.17 0.02 -0.17 0.37
H -2.3146 4.0934 -0.9659 0.04 0.17 -0.10 0.25
H -4.0712 3.2592 3.2267 -0.24 -0.04 0.02 0.33
H -3.9212 4.9986 2.9382 -0.18 -0.04 0.19 0.41
H -4.7354 5.4994 0.8775 -0.05 0.09 0.06 0.17
C 2.8715 2.0608 -4.8124 -0.03 0.16 -0.13 -0.81
C 3.0292 2.4650 -3.5474 0.09 0.03 -0.10 0.11
C 1.9636 2.2447 -2.5041 -0.35 -0.12 0.07 1.10
O 2.2040 2.6332 -1.3748 0.34 0.09 -0.33 -0.69
C 0.7269 1.5952 -2.8935 0.01 0.02 0.11 -1.11
C 0.5745 1.1902 -4.1623 -0.12 -0.01 0.13 0.35
C 1.6513 1.3902 -5.1992 0.22 0.07 -0.02 1.16
O 1.4366 0.9696 -6.3248 -0.08 -0.07 0.02 -0.72
O -0.5164 0.5855 -4.6133 0.08 0.00 -0.07 -0.58
O 4.1175 3.0800 -3.0996 -0.06 -0.03 0.06 -0.62
H 3.6268 2.2083 -5.5687 0.04 0.03 0.03 0.37
H -0.0370 1.4582 -2.1396 -0.01 0.00 -0.02 0.63
H -0.3562 0.4038 -5.5592 0.02 0.01 0.00 0.35
H 3.9536 3.2522 -2.1507 -0.04 -0.01 0.01 0.36
C 6.7068 -1.3122 -4.6814 -0.08 0.04 0.05 -0.94
C 7.8025 -1.8803 -5.2068 -0.06 -0.02 0.14 0.01
C 8.0629 -1.8930 -6.6964 -0.09 0.08 -0.23 1.08
O 9.0952 -2.4120 -7.0796 0.03 -0.03 0.16 -0.64
C 7.0781 -1.2945 -7.5758 0.09 -0.05 -0.04 -1.06
C 5.9805 -0.7313 -7.0504 0.00 -0.03 -0.19 0.29
C 5.7367 -0.6932 -5.5610 0.09 -0.05 0.16 1.03
O 4.7223 -0.1357 -5.1848 -0.01 -0.10 -0.06 -0.45
O 5.0282 -0.1690 -7.7803 0.01 0.01 0.12 -0.60
O 8.7393 -2.4692 -4.4781 -0.08 0.02 -0.18 -0.24
H 6.5123 -1.2930 -3.6181 0.02 -0.01 0.00 0.49
H 7.2638 -1.3239 -8.6400 -0.02 0.01 0.00 0.45
H 4.3438 0.1490 -7.1569 -0.02 -0.03 0.00 0.30
H 9.4210 -2.7903 -5.1041 0.10 0.00 0.13 0.29
C 9.7172 -8.0278 -3.0743 0.21 0.23 0.01 -1.01
C 8.6323 -7.7966 -2.3282 0.14 -0.12 0.08 0.52
C 7.5603 -6.8251 -2.7457 0.06 0.13 -0.21 0.91
O 6.6037 -6.6924 -2.0051 0.05 -0.09 0.09 -0.65
C 7.7409 -6.1097 -3.9938 -0.30 0.14 0.09 -0.93
C 8.8236 -6.3381 -4.7452 -0.17 0.14 -0.06 0.24
C 9.8830 -7.3277 -4.3352 0.04 -0.14 0.18 1.17
O 10.8260 -7.4858 -5.0890 -0.03 0.11 -0.07 -0.68
O 9.0404 -5.7162 -5.8985 0.18 -0.11 0.06 -0.54
O 8.3974 -8.4033 -1.1621 -0.08 0.00 -0.08 -0.61
H 10.4859 -8.7243 -2.7811 -0.01 -0.04 0.00 0.40
H 6.9794 -5.3998 -4.2864 0.01 0.00 0.00 0.49
H 9.8894 -6.0587 -6.2394 0.00 0.01 -0.01 0.35
H 7.5442 -8.0442 -0.8448 0.00 0.03 -0.01 0.36
C -7.0310 0.4012 4.9510 0.08 0.08 0.06 -0.94
C -8.3260 0.5333 5.2512 0.12 -0.01 0.10 0.27
C -9.3348 0.9901 4.2280 -0.03 0.07 -0.25 1.13
O -10.5025 1.0604 4.5927 0.01 -0.04 0.11 -0.66
C -8.8743 1.3079 2.9036 -0.08 -0.01 0.11 -1.08
C -7.5679 1.1763 2.5819 -0.09 0.09 -0.17 0.64
C -6.5572 0.6983 3.6049 0.02 -0.03 0.24 1.16
O -5.3979 0.5835 3.2711 -0.02 0.04 -0.08 -0.60
O -7.1114 1.4479 1.3866 0.01 -0.24 0.21 -0.54
O -8.8287 0.2691 6.4587 -0.10 -0.03 -0.14 -0.63
H -6.2983 0.0711 5.6748 -0.01 -0.01 0.01 0.46
H -9.6062 1.6464 2.1843 0.04 0.01 -0.04 0.45
H -6.1460 1.2526 1.3285 0.12 0.09 -0.25 0.17
H -9.7941 0.4473 6.4212 0.13 0.07 0.04 0.31
C -10.7400 2.4707 9.1967 0.07 -0.06 -0.08 -0.98
C -11.2154 3.2783 10.1549 0.16 -0.03 -0.05 0.41
C -12.6922 3.3956 10.4468 -0.23 -0.10 -0.10 0.97
O -13.0215 4.1433 11.3507 0.11 0.05 0.03 -0.64
C -13.6219 2.6264 9.6448 -0.05 0.07 0.11 -0.93
C -13.1479 1.8214 8.6831 -0.19 0.02 0.00 0.26
C -11.6701 1.6861 8.4125 0.30 0.14 0.08 0.97
O -11.3434 0.9119 7.5321 -0.28 -0.12 0.02 -0.65
O -13.9182 1.0847 7.8971 0.10 -0.02 0.01 -0.60
O -10.4455 4.0344 10.9253 -0.08 0.00 0.03 -0.57
H -9.6850 2.3755 8.9798 0.00 0.01 0.01 0.50
H -14.6778 2.7300 9.8497 0.00 -0.02 -0.02 0.43
H -13.3154 0.6086 7.2905 0.02 0.03 -0.01 0.37
H -11.0508 4.5102 11.5276 -0.03 -0.01 -0.01 0.36
C -3.7388 6.3881 -4.8144 0.05 -0.03 0.02 -1.15
C -4.6112 7.3456 -5.1423 0.08 -0.11 -0.15 0.30
C -5.2914 8.1947 -4.1031 -0.04 0.05 0.26 0.99
O -6.0595 9.0535 -4.5134 0.00 -0.02 -0.11 -0.67
C -5.0046 7.9477 -2.7135 -0.06 0.03 -0.07 -0.64
C -4.1274 6.9869 -2.3596 -0.17 0.06 0.20 0.50
C -3.4272 6.1445 -3.4116 -0.02 -0.01 -0.15 0.82
O -2.6362 5.3001 -3.0502 0.00 -0.01 0.05 -0.54
O -3.8346 6.7195 -1.1005 0.02 0.12 -0.67 -0.08
O -4.9569 7.6373 -6.3946 -0.02 0.05 0.03 -0.60
H -3.2451 5.7729 -5.5532 0.00 0.00 0.00 0.43
H -5.5173 8.5561 -1.9839 0.00 -0.01 0.04 0.44
H -3.1732 5.9753 -1.0524 0.20 -0.40 0.65 0.24
H -5.6000 8.3706 -6.3192 0.00 0.01 0.05 0.37
C -7.9326 -3.5565 4.9960 -0.03 0.11 -0.03 -1.14
C -7.8248 -4.7903 5.5041 -0.09 0.13 0.06 0.44
C -6.9221 -5.8350 4.8955 0.17 -0.02 -0.22 0.98
O -6.8861 -6.9233 5.4469 -0.10 0.01 0.09 -0.65
C -6.1644 -5.4944 3.7117 0.00 -0.13 0.05 -0.97
C -6.2683 -4.2588 3.1958 0.14 -0.11 -0.07 0.32
C -7.1588 -3.2082 3.8169 -0.15 0.03 0.21 1.06
O -7.1772 -2.1179 3.2847 0.00 -0.05 -0.22 -0.48
O -5.6115 -3.8597 2.1213 -0.09 0.06 0.07 -0.59
O -8.4907 -5.2067 6.5766 0.04 -0.05 -0.03 -0.60
H -8.5739 -2.7991 5.4263 0.02 0.00 0.02 0.51
H -5.5301 -6.2541 3.2777 0.02 0.02 -0.01 0.43
H -5.8524 -2.9221 1.9701 0.03 0.01 0.02 0.36
H -8.2140 -6.1340 6.7151 0.03 -0.01 -0.02 0.36
C 10.7011 -2.7677 -1.5873 -0.06 0.01 -0.10 -1.04
C 11.0230 -2.8196 -0.2861 -0.15 0.04 -0.07 0.53
C 12.3931 -3.2470 0.1848 0.23 -0.09 -0.10 0.93
O 12.5938 -3.2454 1.3851 -0.12 0.03 0.04 -0.63
C 13.3783 -3.6342 -0.8069 0.03 0.00 0.12 -0.95
C 13.0550 -3.5850 -2.1064 0.16 -0.05 0.04 0.21
C 11.6932 -3.1345 -2.5745 -0.33 0.09 0.14 1.07
O 11.4996 -3.1098 -3.7777 0.20 -0.14 -0.17 -0.66
O 13.8873 -3.9208 -3.0826 -0.09 0.04 -0.02 -0.60
O 10.1828 -2.5045 0.6873 0.09 -0.03 0.02 -0.59
H 9.7253 -2.4626 -1.9390 0.00 0.00 0.01 0.54
H 14.3508 -3.9532 -0.4601 0.01 0.00 -0.02 0.43
H 13.3950 -3.7882 -3.9169 -0.02 0.01 0.01 0.37
H 10.6738 -2.6267 1.5240 0.02 0.00 -0.01 0.36
C -5.0811 10.9206 2.7325 -0.03 -0.11 0.02 -1.16
C -4.7473 12.1953 2.5007 -0.09 -0.04 0.15 0.36
C -4.0012 12.6189 1.2606 0.12 -0.10 -0.23 1.13
O -3.7621 13.8105 1.1412 -0.04 0.03 0.11 -0.65
C -3.6164 11.6070 0.3047 0.02 0.12 -0.02 -0.86
C -3.9450 10.3228 0.5305 0.11 0.04 -0.13 0.12
C -4.7136 9.9004 1.7629 -0.09 0.11 0.22 1.11
O -4.9818 8.7228 1.8777 0.04 -0.06 -0.10 -0.53
O -3.6320 9.3390 -0.2895 -0.09 0.18 0.23 -0.41
O -5.0381 13.1965 3.3273 0.03 0.01 -0.07 -0.59
H -5.6172 10.6086 3.6175 0.00 0.01 0.00 0.43
H -3.0692 11.9192 -0.5734 -0.01 -0.03 -0.01 0.45
H -3.9843 8.5052 0.0897 0.12 -0.09 -0.09 0.19
H -4.6784 13.9997 2.9011 0.01 -0.01 -0.04 0.37
C 8.6625 -13.9487 -1.6501 0.00 -0.13 0.02 -0.98
C 8.6940 -12.6156 -1.7953 -0.05 -0.07 0.18 0.35
C 9.1108 -11.9634 -3.0919 0.03 -0.04 -0.07 0.90
O 9.0836 -10.7460 -3.1145 -0.01 -0.17 -0.11 -0.40
C 9.5119 -12.8020 -4.2010 0.01 0.13 -0.03 -1.14
C 9.4830 -14.1342 -4.0529 0.05 0.08 -0.14 0.41
C 9.0427 -14.7912 -2.7652 -0.09 0.07 0.26 1.08
O 9.0377 -16.0087 -2.7418 0.06 -0.03 -0.12 -0.63
O 9.8306 -14.9852 -5.0068 -0.03 -0.03 0.07 -0.58
O 8.3680 -11.7656 -0.8336 0.04 0.02 -0.12 -0.58
H 8.3639 -14.4279 -0.7287 -0.01 0.02 0.01 0.43
H 9.8229 -12.3222 -5.1183 0.00 -0.02 -0.01 0.45
H 9.7091 -15.8789 -4.6278 -0.02 0.00 0.03 0.37
H 8.4763 -10.8610 -1.1972 0.00 -0.01 0.00 0.29
```
Positions in Å, forces in eV/Å.

***

No. 2
# C65H52BI2NO11

A cluster of 5 separate species, C65H52BI2NO11 in total (wB97M-V/def2-TZVPD, the Open Molecules 2025 dataset).

Results
Frontier orbital gap = 8.18 eV
HOMO = -9.29 eV
Strongest force on any atom = 0.72 eV/A
SMILES = CC[C@H](I)CO[C@](CN)(B(O)O)[C@@H](I)CC.O=C1c2ccccc2C(=O)c2ccccc21.O=C1c2ccccc2C(=O)c2ccccc21.O=C1c2ccccc2C(=O)c2ccccc21.O=C1c2ccccc2C(=O)c2ccccc21

The geometry in XYZ format:
```
132
Properties=species:S:1:pos:R:3:forces:R:3:mulliken_charge:R:1
C -1.8743 -1.2170 2.6534 -0.27 -0.04 -0.06 -1.22
C -1.9594 -1.2289 1.1138 0.36 -0.35 0.05 -0.33
C -3.0668 -2.1372 0.5864 -0.42 0.23 0.06 -0.57
I -2.5378 -3.0281 -1.2987 -0.22 0.08 -0.02 0.06
C -4.4055 -1.4404 0.3486 0.07 -0.15 0.07 -0.62
O -4.7611 -0.7205 1.5123 0.23 0.15 -0.07 -0.16
C -5.7069 0.3391 1.2881 -0.38 0.21 -0.09 0.26
C -6.3334 0.7068 2.6677 0.14 -0.53 0.17 -1.30
N -6.4797 -0.4618 3.5424 -0.15 0.00 -0.14 -0.51
B -6.9397 -0.1986 0.3900 0.16 -0.26 0.03 0.75
O -7.2565 0.2683 -0.8703 -0.09 -0.17 0.14 -0.33
O -7.7447 -1.1540 0.9505 0.17 -0.37 -0.60 -0.61
C -4.9510 1.5496 0.6931 0.21 -0.40 0.31 -0.69
I -6.2717 3.2339 0.4524 0.00 0.03 -0.13 0.02
C -3.7533 1.9925 1.5306 -0.12 0.33 0.04 0.25
C -2.7772 2.8944 0.7817 -0.02 0.08 0.19 -1.62
H -2.6388 -1.8614 3.0897 -0.01 0.04 0.01 0.34
H -0.9091 -1.5925 2.9899 0.02 0.10 0.03 0.38
H -2.0357 -0.2225 3.0667 0.10 0.01 0.02 0.21
H -2.0714 -0.2236 0.7028 -0.08 -0.03 -0.03 0.20
H -1.0116 -1.6072 0.7303 0.01 0.08 -0.02 0.55
H -3.2420 -2.9825 1.2494 0.23 -0.04 -0.01 0.55
H -4.3207 -0.7891 -0.5295 0.02 0.04 0.05 0.37
H -5.1584 -2.2138 0.1391 -0.05 0.11 -0.15 0.28
H -5.7093 1.4525 3.1588 -0.10 0.05 0.01 0.49
H -7.3236 1.1280 2.4900 0.18 0.35 -0.03 0.40
H -7.4552 -0.6946 3.6604 -0.02 0.02 0.10 0.23
H -6.0897 -0.2853 4.4552 0.04 -0.06 0.02 0.22
H -6.6743 -0.0379 -1.5722 -0.01 0.19 -0.01 0.25
H -7.2432 -1.7730 1.4988 -0.16 0.44 0.49 0.33
H -4.6130 1.2860 -0.3099 -0.11 0.22 -0.09 0.62
H -4.1160 2.5422 2.4023 0.06 -0.08 0.05 0.37
H -3.2555 1.1048 1.9161 0.01 -0.08 -0.12 -0.20
H -2.5566 2.5199 -0.2203 0.05 -0.03 0.03 0.33
H -3.1851 3.9022 0.6889 -0.03 -0.04 -0.15 0.43
H -1.8453 2.9870 1.3417 0.04 -0.07 -0.08 0.39
O 1.0883 3.1447 3.2953 -0.06 0.01 0.01 -0.70
C 2.1842 3.6237 3.0969 0.02 -0.03 -0.03 0.63
C 2.4202 5.0928 3.2137 0.03 -0.03 0.00 0.07
C 1.3631 5.9159 3.5820 -0.03 0.06 0.02 -0.57
C 1.5648 7.2782 3.7235 0.00 -0.01 0.00 -0.51
C 2.8232 7.8254 3.4987 0.00 -0.01 0.00 -0.50
C 3.8776 7.0120 3.1203 -0.02 0.06 0.01 -0.46
C 3.6801 5.6446 2.9727 0.00 -0.04 0.00 0.08
C 4.8264 4.7904 2.5482 0.00 0.00 -0.01 0.38
O 5.9091 5.2732 2.2892 0.01 0.01 0.00 -0.67
C 4.5938 3.3212 2.4544 -0.02 0.04 0.02 0.15
C 5.6523 2.4997 2.0932 0.05 -0.11 -0.02 -0.34
C 5.4784 1.1284 2.0145 0.00 0.01 0.00 -0.39
C 4.2356 0.5728 2.3016 -0.01 0.01 0.00 -0.68
C 3.1722 1.3867 2.6554 0.02 -0.06 -0.02 -0.80
C 3.3450 2.7639 2.7300 -0.01 0.04 0.01 0.49
H 0.3916 5.4743 3.7568 0.01 -0.04 0.00 0.50
H 0.7409 7.9173 4.0127 0.00 0.00 0.00 0.40
H 2.9798 8.8894 3.6181 -0.01 0.00 -0.01 0.40
H 4.8609 7.4224 2.9363 0.01 -0.03 -0.02 0.48
H 6.6086 2.9533 1.8793 -0.02 0.06 0.04 0.49
H 6.3078 0.4913 1.7308 0.00 0.00 -0.01 0.51
H 4.0983 -0.4991 2.2467 0.00 0.00 -0.01 0.45
H 2.1999 0.9682 2.8773 -0.02 0.04 0.00 0.64
O -11.3011 -0.3881 -3.7260 0.00 -0.01 0.01 -0.65
C -11.0799 0.4340 -4.5884 -0.01 0.01 0.00 0.57
C -10.0164 1.4662 -4.4228 -0.02 -0.01 -0.04 0.29
C -9.2512 1.4649 -3.2621 0.04 0.00 0.03 -0.95
C -8.2395 2.3971 -3.1009 0.02 0.01 -0.03 0.07
C -7.9877 3.3325 -4.0992 -0.01 0.00 0.00 -0.59
C -8.7535 3.3461 -5.2525 0.05 0.03 0.04 -0.57
C -9.7728 2.4162 -5.4177 -0.03 -0.03 -0.01 0.15
C -10.5929 2.4608 -6.6617 -0.01 0.00 0.00 0.66
O -10.4139 3.3141 -7.5043 0.01 0.01 -0.02 -0.66
C -11.6420 1.4140 -6.8374 0.03 0.01 0.03 0.18
C -12.3993 1.4092 -8.0027 -0.05 -0.03 -0.05 -0.56
C -13.3617 0.4336 -8.1970 0.01 0.00 0.01 -0.49
C -13.5724 -0.5423 -7.2286 0.01 0.01 0.00 -0.47
C -12.8273 -0.5366 -6.0622 -0.06 -0.03 -0.04 -0.56
C -11.8621 0.4425 -5.8604 0.03 0.02 0.02 0.19
H -9.4502 0.7294 -2.4945 -0.01 -0.02 -0.02 0.59
H -7.6441 2.3909 -2.1974 -0.04 0.00 0.00 0.16
H -7.1910 4.0544 -3.9729 0.00 0.00 0.01 0.43
H -8.5735 4.0706 -6.0349 -0.04 -0.01 -0.02 0.48
H -12.2203 2.1735 -8.7463 0.03 0.01 0.02 0.47
H -13.9492 0.4301 -9.1058 0.00 0.00 0.00 0.39
H -14.3211 -1.3076 -7.3857 -0.01 0.00 0.00 0.40
H -12.9810 -1.2855 -5.2974 0.02 0.02 0.03 0.47
O 4.7483 -7.2268 -0.6271 0.01 0.00 -0.01 -0.66
C 3.7839 -6.8298 -0.0096 -0.01 0.00 0.00 0.63
C 3.6808 -7.0217 1.4670 -0.02 0.03 -0.03 0.19
C 4.7246 -7.6475 2.1377 0.03 -0.02 0.06 -0.59
C 4.6641 -7.8109 3.5110 0.00 0.00 -0.01 -0.47
C 3.5614 -7.3492 4.2217 0.00 0.00 -0.01 -0.49
C 2.5138 -6.7349 3.5575 0.02 -0.03 0.06 -0.54
C 2.5671 -6.5723 2.1784 -0.01 0.01 -0.04 0.12
C 1.4189 -5.9213 1.4829 0.00 0.00 0.00 0.56
O 0.4329 -5.5698 2.0953 0.00 0.03 0.01 -0.69
C 1.5310 -5.7117 0.0109 0.02 -0.02 0.05 -0.22
C 0.4893 -5.0783 -0.6549 0.02 0.03 -0.05 0.03
C 0.5828 -4.8434 -2.0151 0.07 -0.06 -0.03 -0.17
C 1.7137 -5.2452 -2.7180 0.01 -0.01 0.02 -0.69
C 2.7490 -5.8893 -2.0616 -0.03 0.03 -0.06 -0.59
C 2.6614 -6.1270 -0.6953 0.01 0.00 0.04 0.30
H 5.5762 -7.9973 1.5705 -0.01 0.02 -0.03 0.48
H 5.4787 -8.2968 4.0319 0.00 0.00 0.00 0.40
H 3.5205 -7.4710 5.2961 0.00 -0.01 0.00 0.40
H 1.6466 -6.3754 4.0942 -0.02 0.00 -0.04 0.48
H -0.3844 -4.7682 -0.0985 0.05 -0.03 0.03 0.49
H -0.2257 -4.3417 -2.5306 0.06 -0.03 -0.01 0.06
H 1.7865 -5.0545 -3.7807 -0.01 -0.01 0.00 0.39
H 3.6335 -6.2107 -2.5941 0.01 -0.02 0.03 0.48
O 8.8269 -0.4016 0.4856 -0.01 -0.01 0.02 -0.68
C 9.9309 0.0632 0.2900 0.00 0.00 -0.01 0.48
C 10.1843 1.5267 0.4134 0.02 -0.05 0.00 0.10
C 9.1327 2.3559 0.7766 -0.05 0.11 0.03 -0.35
C 9.3367 3.7161 0.9342 0.01 -0.01 0.00 -0.30
C 10.6036 4.2521 0.7250 0.00 -0.02 -0.01 -0.69
C 11.6552 3.4330 0.3483 -0.03 0.06 0.01 -0.62
C 11.4500 2.0679 0.1874 0.01 -0.04 0.00 0.37
C 12.5906 1.2040 -0.2325 -0.01 0.00 0.00 0.56
O 13.6798 1.6752 -0.4772 0.02 0.00 0.01 -0.66
C 12.3430 -0.2649 -0.3375 -0.03 0.04 0.02 0.12
C 13.3956 -1.0987 -0.6942 0.03 -0.06 -0.01 -0.55
C 13.1968 -2.4664 -0.7754 -0.01 0.01 0.00 -0.49
C 11.9463 -3.0088 -0.5003 0.00 0.01 0.00 -0.52
C 10.8914 -2.1824 -0.1531 0.02 -0.06 -0.02 -0.47
C 11.0841 -0.8085 -0.0736 0.00 0.04 0.00 0.08
H 8.1591 1.9155 0.9325 0.02 -0.06 -0.02 0.46
H 8.5136 4.3594 1.2222 0.00 0.00 0.00 0.50
H 10.7682 5.3136 0.8550 0.00 0.00 -0.01 0.41
H 12.6433 3.8374 0.1766 0.01 -0.03 -0.02 0.48
H 14.3625 -0.6615 -0.9019 -0.01 0.04 0.01 0.48
H 14.0184 -3.1142 -1.0516 0.00 0.00 0.00 0.40
H 11.7956 -4.0787 -0.5587 0.00 0.00 -0.01 0.40
H 9.9119 -2.5878 0.0598 -0.02 0.04 0.00 0.48
```
Positions in Å, forces in eV/Å.

***

Number 1: electronic energy -167881.5771 eV. Number 2: electronic energy -109143.6358 eV.